The following is a quantum chemistry calculation of a molecular structure, C28H16F10LaN6OS2, from OMol25.

Structure (XYZ):
```
64
C28H16F10LaN6OS2, DFT the ωB97M-V functional and the def2-TZVPD basis
La 0.38 -1.88 0.04
F -0.65 -2.69 7.12
C -0.36 -3.04 5.87
C 0.03 -2.08 4.94
F 0.15 -0.79 5.29
C 0.31 -2.46 3.64
F 0.68 -1.48 2.72
C 0.20 -3.78 3.19
S 0.50 -4.26 1.55
C -0.18 -4.73 4.15
F -0.29 -6.00 3.78
C -0.47 -4.37 5.46
F -0.86 -5.29 6.33
N -3.40 4.73 -1.00
C -3.71 5.97 -0.52
C -4.44 7.04 -1.03
C -4.53 8.16 -0.24
C -3.92 8.24 1.02
C -3.20 7.20 1.54
C -3.09 6.04 0.76
N -2.44 4.88 1.01
C -2.63 4.11 -0.04
C -2.06 2.80 -0.12
C -2.23 1.89 -1.17
C -1.63 0.64 -1.09
N -0.88 0.23 -0.06
C -0.70 1.12 0.95
C -1.26 2.37 0.96
H -3.69 4.36 -1.89
H -4.91 6.98 -2.00
H -5.08 9.02 -0.61
H -4.03 9.15 1.59
H -2.73 7.24 2.51
H -2.82 2.13 -2.04
H -1.78 -0.07 -1.90
H -0.07 0.81 1.78
H -1.10 3.06 1.77
F 0.26 -1.03 -7.16
C 0.02 -1.57 -5.97
C 0.63 -1.06 -4.83
F 1.50 -0.05 -4.91
C 0.34 -1.62 -3.60
F 0.95 -1.09 -2.47
C -0.53 -2.70 -3.43
S -0.92 -3.40 -1.90
C -1.10 -3.23 -4.61
F -1.90 -4.29 -4.52
C -0.85 -2.66 -5.85
F -1.43 -3.15 -6.94
C 6.37 -3.02 0.23
N 5.02 -2.55 0.06
C 4.68 -1.15 -0.02
C 3.17 -1.21 0.02
O 2.36 -0.29 0.04
N 2.79 -2.51 0.03
C 3.90 -3.27 0.10
N 3.82 -4.58 0.22
H 7.05 -2.28 -0.20
H 6.51 -3.96 -0.29
H 6.62 -3.14 1.28
H 5.01 -0.70 -0.96
H 5.09 -0.57 0.82
H 2.90 -5.00 0.30
H 4.63 -5.17 0.30
```

For the largest force on an atom, the calculation gives 1.5 eV Å⁻¹. The value obtained for the energy relative to the best compared isomer or geometry (same formula, charge and spin) is 8.6 kcal/mol. Its net charge is +1. The calculation puts the HOMO energy at -10.5 eV. For the total energy, the calculation gives -89986.6144 eV.

Results of the Löwdin charge analysis, in e, for atoms 1 through 6:
1 La 1.74
2 F 0.14
3 C -0.13
4 C -0.15
5 F 0.12
6 C -0.20

The following is a quantum chemistry calculation of a molecular structure, C28H18B2InN4O22, from OMol25.

Structure (XYZ):
```
75
C28H18B2InN4O22, DFT the ωB97M-V functional and the def2-TZVPD basis
In 5.89 -2.54 2.70
O 0.72 -2.22 -4.89
C 1.77 -1.83 -4.51
O 2.68 -2.47 -3.81
B 3.78 -1.53 -3.41
O 3.43 -0.26 -4.11
C 2.23 -0.34 -4.66
O 1.59 0.55 -5.09
O 5.16 -1.96 -3.79
C 5.83 -2.21 -2.68
O 6.95 -2.64 -2.57
C 4.94 -1.90 -1.42
O 3.72 -1.56 -1.94
O 5.23 -2.15 -0.29
O 3.30 -1.50 1.96
C 2.54 -1.04 1.14
O 2.66 0.00 0.36
B 1.57 0.02 -0.63
O 0.72 -1.13 -0.33
C 1.23 -1.78 0.70
O 0.72 -2.74 1.19
O 2.01 0.07 -2.06
C 1.40 1.06 -2.67
O 1.54 1.36 -3.82
C 0.55 1.82 -1.61
O 0.81 1.26 -0.47
O -0.03 2.84 -1.80
C 0.89 -4.17 4.54
C 2.30 -3.87 4.64
N 3.41 -3.60 4.60
H 0.44 -4.82 5.29
H 0.74 -4.76 3.64
H 0.27 -3.28 4.57
C 1.66 2.03 2.67
C 1.88 3.38 2.79
C 0.81 4.10 3.25
C -0.41 3.51 3.63
C -0.60 2.15 3.41
C 0.46 1.34 2.99
N -1.54 4.31 4.14
O -2.59 3.70 4.34
O -1.50 5.51 4.06
H 2.47 1.37 2.38
H 2.80 3.84 2.49
H 0.92 5.17 3.37
H -1.52 1.68 3.73
H 0.32 0.28 2.84
C -1.61 -4.74 -2.10
C -1.19 -3.45 -1.74
C -1.89 -2.34 -2.18
C -3.01 -2.49 -2.98
C -3.43 -3.77 -3.32
C -2.76 -4.93 -2.83
N -3.78 -1.36 -3.54
O -4.89 -1.54 -4.04
O -3.27 -0.27 -3.49
H -1.04 -5.62 -1.81
H -0.37 -3.39 -1.04
H -1.48 -1.43 -1.77
H -4.43 -3.88 -3.72
H -3.09 -5.94 -3.00
C -3.75 1.72 0.66
C -4.78 2.57 1.15
C -4.49 3.90 1.35
C -3.24 4.40 1.01
C -2.21 3.58 0.55
C -2.47 2.24 0.36
N -3.00 5.83 1.22
O -1.89 6.30 1.03
O -3.90 6.50 1.71
H -3.98 0.69 0.43
H -5.78 2.25 1.40
H -5.30 4.39 1.88
H -1.26 4.03 0.30
H -1.87 1.66 -0.33
```

For the largest force on an atom, the calculation gives 12.2 eV Å⁻¹. Its net charge is +1. The calculation puts the HOMO energy at -11.5 eV. For the total energy, the calculation gives -86844.8284 eV.

Results of the Löwdin charge analysis, in e, for atoms 1 through 6:
1 In 1.05
2 O 0.26
3 C -0.35
4 O 0.28
5 B -0.76
6 O 0.33

The following is a quantum chemistry calculation of a molecular structure, C28H18BrI2N3O4RuS4, from OMol25.

Structure (XYZ):
```
61
C28H18BrI2N3O4RuS4, DFT the ωB97M-V functional and the def2-TZVPD basis
Ru -1.12 -0.02 -1.10
O 1.91 -2.28 -3.75
C 2.90 -1.39 -3.68
C 3.91 -1.42 -4.64
C 4.94 -0.50 -4.61
C 4.99 0.45 -3.61
C 4.02 0.47 -2.63
C 2.98 -0.45 -2.64
C 1.99 -0.56 -1.48
O 0.78 -1.06 -1.80
N 1.86 0.74 -0.81
N 0.70 0.90 -0.10
C 0.78 1.51 1.06
C -0.29 1.97 1.83
Br -2.01 2.04 0.94
C -0.23 2.45 3.12
C 0.86 2.30 4.02
C 1.02 3.22 5.08
C 2.10 3.16 5.92
C 3.07 2.17 5.77
C 2.90 1.21 4.77
C 1.82 1.27 3.93
H 1.24 -2.03 -3.06
H 3.86 -2.17 -5.41
H 5.72 -0.54 -5.36
H 5.79 1.18 -3.58
H 4.07 1.22 -1.86
H 2.49 -1.26 -0.74
H 2.69 1.01 -0.27
H 1.77 1.74 1.44
H -1.08 3.02 3.47
H 0.28 4.00 5.20
H 2.21 3.89 6.72
H 3.92 2.12 6.43
H 3.62 0.42 4.66
H 1.66 0.48 3.21
O -4.45 0.73 -7.06
C -3.79 0.52 -6.08
S -3.60 -1.06 -5.33
C -2.50 -0.59 -4.03
C -2.17 0.75 -3.98
S -1.09 1.51 -2.92
S -2.88 1.77 -5.22
S -1.91 -1.83 -3.04
I -6.30 0.30 -1.29
C -5.09 -0.79 0.04
C -5.62 -1.56 1.05
C -4.77 -2.27 1.88
I -5.65 -3.45 3.41
C -3.37 -2.22 1.74
C -2.44 -2.89 2.55
C -1.09 -2.74 2.30
C -0.67 -1.93 1.25
N -1.52 -1.28 0.46
C -2.86 -1.41 0.69
C -3.71 -0.69 -0.19
O -3.22 0.01 -1.15
H -6.69 -1.61 1.18
H -2.77 -3.53 3.35
H -0.36 -3.24 2.91
H 0.38 -1.80 1.03
```

For the largest force on an atom, the calculation gives 4.0 eV Å⁻¹. The value obtained for the energy relative to the best compared isomer or geometry (same formula, charge and spin) is 28.5 kcal/mol. As for the expectation value of S²: 1.14. Its net charge is -1. The calculation puts the HOMO energy (alpha / beta) at -4.0 / -3.9 eV. For the total energy, the calculation gives -174156.3622 eV. As for the spin multiplicity: 2.

Results of the Löwdin charge analysis, in e, for atoms 1 through 6:
1 Ru 0.90
2 O 0.05
3 C -0.28
4 C -0.02
5 C -0.11
6 C -0.12

The following is a quantum chemistry calculation of a molecular structure, C28H18GaI2N3O5, from OMol25.

Structure (XYZ):
```
57
C28H18GaI2N3O5, DFT the ωB97M-V functional and the def2-TZVPD basis
Ga -0.43 0.35 -0.39
O 0.00 -1.49 1.69
C 1.19 -1.73 1.80
C 2.17 -1.78 0.73
C 3.45 -2.19 1.07
C 4.40 -2.38 0.10
C 4.09 -2.17 -1.25
C 2.84 -1.75 -1.61
C 1.84 -1.51 -0.63
O 0.68 -1.09 -1.01
N 5.74 -2.82 0.47
O 6.55 -2.99 -0.42
O 5.97 -3.00 1.65
H 1.61 -1.89 2.81
H 3.71 -2.38 2.10
H 4.86 -2.33 -2.00
H 2.58 -1.56 -2.64
N -1.86 0.44 1.10
C -1.75 1.37 2.23
C -2.86 1.35 3.07
C -2.91 2.09 4.24
C -1.79 2.84 4.57
C -0.70 2.86 3.73
C -0.63 2.16 2.51
C 0.59 2.34 1.64
C 1.55 3.29 2.01
C 2.70 3.51 1.27
C 2.93 2.78 0.12
C 1.98 1.86 -0.28
C 0.82 1.62 0.46
H -2.79 0.51 0.70
H -1.75 -0.50 1.48
H -3.70 0.72 2.80
H -3.78 2.06 4.87
H -1.77 3.41 5.49
H 0.14 3.45 4.05
H 1.42 3.90 2.89
H 3.41 4.25 1.60
H 3.82 2.95 -0.47
H 2.14 1.30 -1.20
I -1.29 2.84 -4.70
C -2.07 1.02 -4.08
C -2.91 0.28 -4.94
C -3.43 -0.93 -4.57
I -4.66 -1.96 -5.91
C -3.13 -1.47 -3.29
C -3.58 -2.71 -2.79
C -3.19 -3.13 -1.54
C -2.36 -2.31 -0.77
N -1.94 -1.14 -1.20
C -2.29 -0.72 -2.44
C -1.74 0.55 -2.83
O -0.95 1.19 -2.00
H -3.15 0.69 -5.92
H -4.22 -3.33 -3.40
H -3.52 -4.08 -1.15
H -2.01 -2.62 0.21
```

For the largest force on an atom, the calculation gives 0.4 eV Å⁻¹. The value obtained for the energy relative to the best compared isomer or geometry (same formula, charge and spin) is 0.0 kcal/mol. Its net charge is 0. The calculation puts the HOMO energy at -8.1 eV. For the total energy, the calculation gives -112613.4056 eV.

Results of the Löwdin charge analysis, in e, for atoms 1 through 6:
1 Ga 0.47
2 O 0.00
3 C -0.17
4 C -0.10
5 C 0.05
6 C -0.15

The following is a quantum chemistry calculation of a molecular structure, C28H19BrCl3FeN3O5S3Si, from OMol25.

Structure (XYZ):
```
64
C28H19BrCl3FeN3O5S3Si, DFT the ωB97M-V functional and the def2-TZVPD basis
Fe -0.23 0.54 0.09
O 0.09 -0.04 2.24
C 1.45 -0.14 2.67
C 2.28 -0.10 1.37
O 3.48 -0.16 1.43
O 1.59 0.06 0.30
C 1.77 1.07 3.55
C 2.35 2.22 3.02
C 2.53 3.34 3.81
C 2.16 3.32 5.14
C 1.58 2.18 5.68
C 1.40 1.06 4.89
C 1.68 -1.45 3.38
C 0.68 -2.42 3.44
C 0.91 -3.62 4.10
C 2.13 -3.87 4.69
C 3.14 -2.91 4.62
C 2.91 -1.71 3.97
H -0.46 0.33 2.94
H 2.65 2.25 1.98
H 2.97 4.23 3.38
H 2.30 4.20 5.76
H 1.29 2.15 6.72
H 0.97 0.16 5.31
H -0.28 -2.23 2.97
H 0.12 -4.36 4.14
H 2.31 -4.81 5.20
H 4.10 -3.10 5.08
H 3.70 -0.97 3.91
Cl -2.84 -1.68 2.05
Si -1.81 -1.39 0.26
Cl -3.30 -1.48 -1.19
Cl -0.70 -3.13 -0.02
Br -4.96 1.74 -5.75
C -3.22 1.20 -5.24
C -2.32 0.80 -6.22
N -1.08 0.41 -5.94
C -0.72 0.38 -4.67
C -1.55 0.77 -3.63
C -2.84 1.19 -3.92
C -1.09 0.73 -2.21
O -1.68 1.40 -1.33
O -0.09 0.02 -1.89
H -2.61 0.81 -7.26
H 0.28 0.04 -4.45
H -3.50 1.51 -3.12
S -3.83 5.94 -2.12
C -3.16 4.95 -0.96
S -1.48 4.54 -0.99
C -1.69 3.52 0.39
N -2.89 3.50 0.84
N -3.71 4.30 0.08
C -5.07 4.31 0.50
C -5.92 5.34 0.14
C -7.24 5.31 0.58
C -7.71 4.27 1.36
C -6.84 3.24 1.71
C -5.52 3.26 1.28
S -0.36 2.65 1.11
H -5.57 6.16 -0.47
H -7.90 6.12 0.30
H -8.74 4.25 1.69
H -7.18 2.42 2.31
H -4.85 2.46 1.56
```

For the largest force on an atom, the calculation gives 0.6 eV Å⁻¹. The value obtained for the energy relative to the best compared isomer or geometry (same formula, charge and spin) is 0.0 kcal/mol. As for the expectation value of S²: 8.76. Its net charge is -1. The calculation puts the HOMO energy (alpha / beta) at -5.7 / -5.8 eV. For the total energy, the calculation gives -226441.8053 eV. As for the spin multiplicity: 6.

Results of the Löwdin charge analysis, in e, for atoms 1 through 6:
1 Fe 0.66
2 O -0.18
3 C -0.32
4 C -0.57
5 O 0.11
6 O -0.10

The following is a quantum chemistry calculation of a molecular structure, C28H19ClCuIN3O5S, from OMol25.

Structure (XYZ):
```
59
C28H19ClCuIN3O5S, DFT the ωB97M-V functional and the def2-TZVPD basis
Cu 0.49 -0.77 -0.58
Cl 2.92 -6.37 -3.63
C 1.93 -5.03 -3.08
C 0.58 -5.21 -3.14
C -0.26 -4.18 -2.64
I -2.26 -4.58 -2.74
C 0.23 -3.00 -2.05
O -0.52 -2.01 -1.70
C 1.66 -2.91 -2.00
N 2.11 -1.83 -1.27
C 3.35 -1.66 -1.17
C 4.33 -2.59 -1.65
C 3.87 -3.77 -2.20
C 2.50 -3.90 -2.50
H 0.18 -6.12 -3.49
H 3.76 -0.75 -0.58
H 5.35 -2.33 -1.59
H 4.62 -4.46 -2.48
O 0.46 1.29 2.09
C 1.52 1.03 1.49
O 1.70 -0.02 0.72
C 2.71 1.96 1.56
C 2.57 3.37 1.65
C 3.67 4.20 1.89
C 4.96 3.59 1.92
C 5.09 2.19 1.78
C 3.99 1.39 1.62
N 6.09 4.44 2.33
O 6.09 5.52 1.79
O 6.83 4.03 3.19
H 1.63 3.77 1.60
H 3.62 5.33 1.97
H 5.99 1.72 2.07
H 4.12 0.28 1.56
N -1.00 0.27 0.00
S -2.36 0.76 -0.61
C -3.59 -0.52 -0.68
C -3.94 -0.86 -2.00
C -5.06 -1.76 -2.17
C -5.75 -2.27 -1.05
C -5.28 -1.92 0.27
C -4.18 -1.13 0.44
C -2.98 1.94 0.58
C -2.06 2.74 1.29
C -2.50 3.66 2.25
C -3.88 3.66 2.52
C -4.78 2.97 1.78
C -4.40 2.11 0.82
H -0.93 0.24 1.03
H -3.33 -0.57 -2.84
H -5.36 -2.03 -3.23
H -6.67 -2.79 -1.23
H -5.85 -2.21 1.12
H -3.95 -0.74 1.45
H -1.04 2.74 0.99
H -1.83 4.32 2.79
H -4.25 4.24 3.37
H -5.79 3.02 2.11
H -5.14 1.53 0.22
```

For the largest force on an atom, the calculation gives 4.8 eV Å⁻¹. The value obtained for the energy relative to the best compared isomer or geometry (same formula, charge and spin) is 10.8 kcal/mol. As for the expectation value of S²: 0.75. Its net charge is 0. The calculation puts the HOMO energy (alpha / beta) at -7.7 / -7.7 eV. For the total energy, the calculation gives -120146.1440 eV. As for the spin multiplicity: 2.

Results of the Löwdin charge analysis, in e, for atoms 1 through 6:
1 Cu 0.68
2 Cl 0.67
3 C -0.60
4 C -0.19
5 C -0.67
6 I 0.97